An isolated molecule of C2H5ClN2O in a non-equilibrium geometry. Source: OMol25; level of theory: the ωB97M-V functional and the def2-TZVPD basis.

Summary:
HOMO (alpha / beta), eV: -7.3 / -7.5
Maximum force, eV/Å: 3.62
Energy relative to the best compared isomer or geometry (same formula, charge and spin), eV: 4.449

Structure (ORCA input):
```
! wB97M-V def2-TZVPD RIJCOSX def2/J DEFGRID3
* xyz 0 1
H -0.37777 1.03734 -1.53273
N 0.35722 -0.67420 -0.08680
Cl 1.94119 -3.35277 2.25975
C 1.55156 -2.63770 0.75155
N 0.84550 -1.44258 0.85549
O -0.33763 0.40542 0.49495
H 1.81678 -3.01249 -0.24346
H -1.89990 0.70087 -0.55121
H 0.75525 -0.94975 1.79516
H -0.96178 2.23632 -0.13072
C -0.94567 1.12674 -0.49243
*
```

An isolated molecule of C2H5ClO2S in a non-equilibrium geometry. Source: OMol25; level of theory: the ωB97M-V functional and the def2-TZVPD basis.

Summary:
HOMO, eV: -9.5
Maximum force, eV/Å: 3.38
Energy relative to the best compared isomer or geometry (same formula, charge and spin), eV: 0.298

Structure (ORCA input):
```
! wB97M-V def2-TZVPD RIJCOSX def2/J DEFGRID3
* xyz 0 1
O 1.08916 -1.29157 0.50990
C 1.15193 0.11784 0.48672
H -0.24219 1.65169 -0.37930
S -1.42018 -0.30194 0.39752
H 1.96630 0.50008 -0.01943
H 0.06743 0.29088 -1.45664
H 1.03838 0.45340 1.50648
O -1.63616 -1.48525 -0.39846
H 0.75106 -1.64789 -0.35270
Cl -2.77588 1.09431 0.15333
C 0.01014 0.61843 -0.44741
*
```

An isolated molecule of C2H5ClO3 in a non-equilibrium geometry. Source: OMol25; level of theory: the ωB97M-V functional and the def2-TZVPD basis.

Summary:
HOMO, eV: -10.4
Maximum force, eV/Å: 3.78
Energy relative to the best compared isomer or geometry (same formula, charge and spin), eV: 0.682
SMILES: OCC(O)(O)Cl

Structure (ORCA input):
```
! wB97M-V def2-TZVPD RIJCOSX def2/J DEFGRID3
* xyz 0 1
O 1.29526 1.11582 0.78326
C 0.70726 0.31041 -0.09705
H -1.34722 0.52360 1.02535
O 0.41727 1.00052 -1.26007
H -1.71858 -1.71714 -0.19945
H -0.32780 0.48956 -1.56616
O -1.34309 -0.97365 -0.54263
H -0.64995 -0.94364 1.39719
C -0.75061 -0.29903 0.49490
Cl 1.70295 -1.22071 -0.46859
H 2.01450 1.71426 0.43324
*
```

An isolated ion of composition C2H5ClO3P and charge -1 in a non-equilibrium geometry. Source: OMol25; level of theory: the ωB97M-V functional and the def2-TZVPD basis.

Summary:
HOMO, eV: -5.2
Maximum force, eV/Å: 3.84
SMILES: CCO[P@](=O)([O-])Cl

Structure (ORCA input):
```
! wB97M-V def2-TZVPD RIJCOSX def2/J DEFGRID3
* xyz -1 1
O -0.47580 -0.96813 0.31880
O 1.27922 -2.59343 1.20770
H 0.38634 1.34036 0.06218
H -1.56457 -0.45154 -1.15153
O 2.08603 -0.43876 0.01648
C -1.11039 0.03232 -0.39632
H 0.42658 0.62512 -1.58139
Cl 0.82279 -0.04649 2.54114
C -0.20439 1.15688 -0.90261
P 1.10477 -1.14300 0.87237
H -0.84349 1.97524 -1.15499
H -1.90709 0.51143 0.16818
*
```

A 2-piece molecular cluster, C2H5ClOS overall in a non-equilibrium geometry. Source: OMol25; level of theory: the ωB97M-V functional and the def2-TZVPD basis.

Summary:
HOMO (alpha / beta), eV: -8.9 / -8.7
Maximum force, eV/Å: 3.06
Energy relative to the best compared isomer or geometry (same formula, charge and spin), eV: 3.501

Structure (ORCA input):
```
! wB97M-V def2-TZVPD RIJCOSX def2/J DEFGRID3
* xyz 0 1
Cl 1.27227 2.25207 -1.28799
H 1.56870 0.07984 -0.41204
H 0.09119 0.57945 2.09966
S 0.16150 -0.73043 1.88075
C -1.07795 -0.73433 0.45638
H 0.82086 0.09683 -2.13544
O -1.00684 0.29891 -0.32663
C 1.15013 0.61370 -1.25044
H -2.04958 -0.73301 0.98451
H -0.93027 -1.72304 -0.00875
*
```

A 2-piece molecular cluster, C2H5ClS overall. Source: OMol25; level of theory: the ωB97M-V functional and the def2-TZVPD basis.

Summary:
HOMO, eV: -9.2
Maximum force, eV/Å: 0.70
Energy relative to the best compared isomer or geometry (same formula, charge and spin), eV: 2.157

Structure (ORCA input):
```
! wB97M-V def2-TZVPD RIJCOSX def2/J DEFGRID3
* xyz 0 1
H 2.27630 -0.52471 0.62742
H -1.42836 1.23010 1.14705
C 1.63992 -0.23872 -0.20360
Cl -2.04413 -1.40282 0.35995
C -2.57722 -0.07295 -0.53294
H 1.79601 0.80394 -0.43111
H 1.88401 -0.84002 -1.06946
S -2.15560 1.44884 0.03378
H 0.60909 -0.40365 0.06891
*
```

C2H5ClS as an isolated structure in a non-equilibrium geometry. Source: OMol25; level of theory: the ωB97M-V functional and the def2-TZVPD basis.

Summary:
HOMO, eV: -8.7
Maximum force, eV/Å: 5.12
Energy relative to the best compared isomer or geometry (same formula, charge and spin), eV: 1.392

Structure (ORCA input):
```
! wB97M-V def2-TZVPD RIJCOSX def2/J DEFGRID3
* xyz 0 1
S -0.37528 0.75179 1.16552
H -0.66229 1.42190 -1.06610
C 1.18843 -0.79772 0.53712
Cl 2.00217 -0.21335 -0.84746
H 0.47118 -1.54156 0.48042
H 1.90671 -0.94970 1.45189
C -1.12824 0.62786 -0.46450
H -2.22472 1.08287 -0.46071
H -1.17797 -0.38209 -0.79618
*
```

A 2-piece molecular cluster, C2H5ClS2 overall in a non-equilibrium geometry. Source: OMol25; level of theory: the ωB97M-V functional and the def2-TZVPD basis.

Summary:
HOMO, eV: -8.7
Maximum force, eV/Å: 2.38
Energy relative to the best compared isomer or geometry (same formula, charge and spin), eV: 1.911
SMILES: CC=S.SCl

Structure (ORCA input):
```
! wB97M-V def2-TZVPD RIJCOSX def2/J DEFGRID3
* xyz 0 1
S -1.80426 2.21912 -0.63633
Cl -0.05587 3.38255 -0.43294
S 1.35375 0.18363 1.62533
H -0.64056 -1.04505 1.12535
C 0.77611 -1.64664 -0.37668
C 0.41237 -0.84987 0.87148
H 1.84791 -1.87901 -0.36812
H 0.06673 -2.31864 -0.87068
H -2.67503 2.84525 0.18600
H 0.71884 -0.89134 -1.12341
*
```

C2H5CsO3 as an isolated structure in a non-equilibrium geometry. Source: OMol25; level of theory: the ωB97M-V functional and the def2-TZVPD basis.

Summary:
HOMO (alpha / beta), eV: -13.7 / -13.7
Maximum force, eV/Å: 5.47
Energy relative to the best compared isomer or geometry (same formula, charge and spin), eV: 0.000
<S²>: 0.7543

Structure (ORCA input):
```
! wB97M-V def2-TZVPD RIJCOSX def2/J DEFGRID3
* xyz 1 2
C -1.53211 0.29953 -1.15727
H -0.46800 0.48846 0.81375
C 0.51320 0.31690 1.70262
O -1.07269 -0.46551 -2.03241
H -1.31143 1.37926 -1.26313
H 0.16309 0.05246 2.70399
Cs 1.79183 -2.27607 -3.10647
O 2.10364 -0.45632 0.25514
H -2.59957 0.13611 -0.89755
O 1.32170 -0.72365 1.27233
H 1.09035 1.24884 1.70899
*
```

A 2-piece molecular cluster, C2H5FIN overall in a non-equilibrium geometry. Source: OMol25; level of theory: the ωB97M-V functional and the def2-TZVPD basis.

Summary:
HOMO, eV: -9.6
Maximum force, eV/Å: 4.53
Energy relative to the best compared isomer or geometry (same formula, charge and spin), eV: 0.886

Structure (ORCA input):
```
! wB97M-V def2-TZVPD RIJCOSX def2/J DEFGRID3
* xyz 0 1
I 2.39838 0.23026 -0.08435
H 0.36791 -0.35618 2.14292
F 0.34280 -1.91103 -0.15620
H -0.51599 1.34571 -0.87122
H -1.12160 0.19567 1.51681
H -1.34377 -0.18499 -1.05506
C 0.35003 -0.08879 0.16466
H 0.03683 0.30927 -2.00717
N -0.07686 0.14814 1.37592
C -0.43773 0.31194 -1.02630
*
```

An isolated molecule of C2H5FN2 in a non-equilibrium geometry. Source: OMol25; level of theory: the ωB97M-V functional and the def2-TZVPD basis.

Summary:
HOMO, eV: -9.5
Maximum force, eV/Å: 2.74
Energy relative to the best compared isomer or geometry (same formula, charge and spin), eV: 1.360
SMILES: N/N=C/CF

Structure (ORCA input):
```
! wB97M-V def2-TZVPD RIJCOSX def2/J DEFGRID3
* xyz 0 1
N 1.67299 0.85551 -0.78789
H 0.79852 -0.21872 1.15393
H -1.44738 -1.83553 0.84625
H -1.69164 -0.82078 -0.71127
N 0.35300 0.28750 -0.80948
F -2.17172 0.02810 0.94168
C 0.05405 -0.24499 0.29868
H 1.98348 1.09959 0.16632
H 1.78274 1.70787 -1.39772
C -1.33404 -0.85857 0.29949
*
```

C2H5FN2 as an isolated structure in a non-equilibrium geometry. Source: OMol25; level of theory: the ωB97M-V functional and the def2-TZVPD basis.

Summary:
HOMO, eV: -9.4
Maximum force, eV/Å: 11.65
Energy relative to the best compared isomer or geometry (same formula, charge and spin), eV: 6.076

Structure (ORCA input):
```
! wB97M-V def2-TZVPD RIJCOSX def2/J DEFGRID3
* xyz 0 1
H -1.48018 -1.71331 -0.48789
H 1.19221 0.52535 1.55277
F 1.71458 -0.24348 -0.97248
C 0.76751 -0.58542 0.48992
H 0.52435 1.69984 -0.16471
N -0.42399 1.09421 -0.26945
H 1.06319 -1.79195 0.92604
H -1.21412 2.02368 -0.22543
N -1.60447 -0.80859 -0.58383
C -0.53906 -0.20034 -0.26494
*
```

Which of these has the lowest maximum force?
number 6

maximum force of number 12 (C2H5FN2)?
11.65 eV/Å

Which of these has the lowest maximum force?
number 6